Entry 1:
22
Properties=species:S:1:pos:R:3 method="wB97M-V/def2-TZVPD" total_charge=+1 spin_multiplicity=1 de_lowest_ev=2.874 homo_energy_ha=-0.5133
O -3.44476 -1.51718 1.21417
N 0.07561 2.04933 -1.33622
N 0.36934 0.67707 0.76959
C 0.47428 0.70659 -1.71475
C 1.06526 -0.07699 -0.41422
C 1.03496 0.34216 2.08777
C 0.63217 -1.48823 -0.62607
H 2.02869 0.75374 2.03406
H 1.22358 0.64564 -2.62665
H -0.58196 0.32942 0.99789
H -3.94989 -2.19357 1.69926
H 0.12637 1.67818 0.65381
H -3.72099 -1.32601 0.37656
H -0.42828 -1.63993 -1.18770
H 1.28527 -2.10873 -1.25246
H 0.67418 1.00972 2.87074
H -1.01227 2.05846 -1.52731
H 1.16196 -0.71848 2.02904
H -0.34805 0.11447 -2.08008
H 0.49572 -1.94189 0.31310
H 2.14744 -0.04497 -0.42985
H 0.69137 2.69120 -1.85070

Entry 2:
22
Properties=species:S:1:pos:R:3 method="wB97M-V/def2-TZVPD" total_charge=+1 spin_multiplicity=1 de_lowest_ev=1.666 homo_energy_ha=-0.4578
O 3.28491 -0.74278 0.95799
N -1.35474 1.65124 0.13735
N 1.08132 -1.05906 -0.98076
C -1.36878 -0.91376 -1.17739
C -1.87463 1.21425 1.40404
C -0.17299 -0.44164 -0.40596
C -0.04523 1.07113 -0.31649
H -1.48774 -0.43029 -2.11479
H -1.18541 -1.98562 -1.44622
H -2.30039 -0.96797 -0.61271
H 0.71501 1.31826 0.39414
H 3.35429 -0.78113 1.95927
H 1.93237 -0.90564 -0.42854
H -1.82311 2.08493 2.15982
H -1.38663 0.32267 1.78731
H 0.28243 1.29636 -1.35748
H 0.97698 -2.07859 -0.92628
H -1.03509 2.60586 0.16387
H -0.13973 -0.83025 0.64115
H 4.25257 -0.57412 0.78650
H 1.23811 -0.89347 -1.96052
H -2.94351 1.03963 1.33570

Entry 3:
22
Properties=species:S:1:pos:R:3 method="wB97M-V/def2-TZVPD" total_charge=+1 spin_multiplicity=1 de_lowest_ev=0.533 homo_energy_ha=-0.5163
O 0.33417 -3.98833 0.92085
N -1.37573 0.45431 -0.30361
N -0.47814 -1.14725 1.61020
C -0.00041 2.42533 -1.74215
C 0.12447 0.31663 -0.31674
C 0.51608 -0.22143 1.07134
C 0.75183 1.65627 -0.67422
H 0.31399 -0.40709 -1.10314
H -1.69853 -0.34506 0.29959
H 0.32381 -4.92691 1.14173
H 0.64402 3.06112 -2.33968
H 1.49064 -0.71529 1.02489
H 0.90756 2.24104 0.22245
H -0.47323 1.76733 -2.45896
H 0.69605 0.63583 1.73042
H -0.53263 -1.03730 2.61683
H 1.09709 -3.88230 0.34262
H -0.17020 -2.10744 1.41060
H -1.66471 1.31035 0.15619
H 1.75032 1.43556 -1.07483
H -1.80588 0.38356 -1.21878
H -0.75058 3.09106 -1.31560

Entry 4:
23
Properties=species:S:1:pos:R:3 method="wB97M-V/def2-TZVPD" total_charge=+1 spin_multiplicity=1 de_lowest_ev=2.949 homo_energy_ha=-0.5095
O 0.06342 -3.26033 0.93823
O 2.57162 0.93934 0.44854
N 0.76594 -0.95041 0.19548
N -1.61221 0.10211 -0.67384
C 0.38701 0.31056 0.89290
C -1.13131 0.75766 0.55825
C -1.41979 0.92499 -2.00277
C 1.25039 1.44586 0.54561
H 0.72664 -1.91596 0.80717
H 0.95460 -3.51423 1.35174
H 1.12125 2.29327 1.27712
H -0.37666 -3.97979 0.53437
H -2.06319 1.86623 -2.10442
H 3.11452 1.69933 0.14039
H -1.62265 0.10052 -2.70314
H -0.29797 1.04090 -2.15139
H 0.54298 -0.07965 2.05667
H 1.02182 1.86982 -0.50679
H -1.27270 1.82444 0.62696
H -1.72588 0.30664 1.33845
H 1.64720 -0.86617 -0.39773
H -0.06453 -1.09593 -0.46835
H -2.58051 0.18080 -0.70345

Entry 5:
23
Properties=species:S:1:pos:R:3 method="wB97M-V/def2-TZVPD" total_charge=+1 spin_multiplicity=1 de_lowest_ev=3.480 homo_energy_ha=-0.4461
O -0.64269 -0.56860 3.38723
O 0.87188 1.52631 2.38589
N 1.98283 -0.41948 -1.58824
N -1.43793 0.01645 1.15830
C -0.66800 -0.79471 -1.00154
C -0.40986 -0.58154 -2.47286
C -1.62088 -0.09283 -0.28857
C 1.00196 0.24084 -2.49455
H 0.01859 -1.48981 -2.91532
H 0.51570 1.85920 3.15040
H 2.51878 -1.06339 -2.06858
H -0.67408 0.67277 1.35351
H 1.45703 0.23459 -3.65919
H -0.85894 -1.26264 3.97142
H 1.68504 2.05297 2.25736
H -1.19369 -0.91385 1.54925
H 0.70925 1.22516 -2.28112
H 2.36616 0.20371 -0.87164
H -2.30455 0.50527 1.41089
H 0.14469 -0.14132 3.56560
H -0.01602 -1.62723 -0.69775
H -1.02081 0.06709 -3.11110
H -2.42445 0.35104 -0.73940

Entry 6:
23
Properties=species:S:1:pos:R:3 method="wB97M-V/def2-TZVPD" total_charge=+1 spin_multiplicity=1 de_lowest_ev=5.945 homo_energy_ha=-0.4994
O -2.23988 -1.03656 -2.02588
O -2.11401 3.07637 1.13529
N -0.81240 1.37696 -1.05783
N 2.32410 -1.04050 1.66793
C -0.26384 -0.76027 0.20026
C -0.26407 0.73549 0.12824
C 0.97889 -1.58553 -0.18360
C 2.30905 -0.96314 0.22831
H 3.21109 -0.82819 2.16268
H -1.60732 -1.18731 -1.23237
H 3.12877 -1.61359 -0.24475
H -0.93523 -1.33464 0.90137
H 0.96120 -2.48991 0.43908
H 0.61091 1.25345 0.27580
H -2.10361 3.01151 0.15071
H 2.62612 0.01424 -0.33324
H -1.56938 0.73348 -1.41919
H 1.05124 -1.85696 -1.27392
H 1.50444 -0.59803 2.02966
H -0.91146 1.05420 0.98670
H -3.14734 -1.36428 -1.94447
H -2.46280 3.95053 1.36023
H -0.27447 1.45269 -1.95099

Entry 7:
24
Properties=species:S:1:pos:R:3 method="wB97M-V/def2-TZVPD" total_charge=+1 spin_multiplicity=1 de_lowest_ev=3.010 homo_energy_ha=-0.5032
O 2.08971 -1.59788 -1.80768
O 2.69841 -0.48283 0.92979
O 0.16104 -0.12583 1.69716
N 0.65737 2.09081 1.93177
N -0.52985 -1.53395 -0.75125
C -2.09263 0.21385 -0.23008
C -0.03009 1.02502 1.34009
C -1.12871 1.36221 0.34283
C -1.62880 -0.64591 -1.35918
H -3.15922 0.68107 -0.43554
H -1.40088 -0.07436 -2.25429
H -1.75183 2.19684 0.92256
H -0.06840 -1.00130 0.05386
H 0.21969 -1.76172 -1.46091
H 3.24815 -0.16901 1.78106
H 2.20399 -1.06006 -1.09747
H 0.62225 3.09651 1.68597
H -0.93625 -2.42152 -0.46326
H 2.56197 -1.46859 0.99747
H 2.39035 -0.85222 -2.52915
H -2.52697 -0.17155 0.68312
H -0.80722 1.97331 -0.55129
H -2.35625 -1.31292 -1.85696
H 1.56419 2.04001 2.43138

Entry 8:
23
Properties=species:S:1:pos:R:3 method="wB97M-V/def2-TZVPD" total_charge=+1 spin_multiplicity=1 de_lowest_ev=2.255 homo_energy_ha=-0.4307
S -2.15428 -2.93541 -2.23309
O -0.45955 4.17763 1.24772
N 0.29853 -0.90831 0.25428
N -0.00790 1.59135 0.70081
C -1.58009 -2.28632 -0.67474
C 1.42829 1.21203 0.19400
C 1.39508 -0.16507 -0.45264
C 0.00087 -2.05652 -0.66050
H -0.03322 2.52906 1.09921
H 0.59758 -3.06080 -0.31867
H 1.27337 -0.28786 -1.51395
H 2.39023 -0.69183 -0.21928
H -1.43438 4.19248 1.41868
H -1.66995 -2.93280 0.27623
H 0.45834 -1.91276 -1.73897
H -0.20675 0.81623 1.46380
H 1.72795 2.11501 -0.51222
H -0.06499 4.39886 2.14802
H 2.05664 1.42408 1.02894
H -2.04233 -1.35120 -0.50236
H -2.02740 -4.20786 -1.98986
H -0.57348 1.50529 -0.13709
H 0.62743 -1.16530 1.12169